Entry from the Open Molecules 2025 dataset: a structure of composition C13H12BrFKO5 at a distorted geometry (the ωB97M-V functional and the def2-TZVPD basis).

Output
HOMO level in eV: -12.935
E in eV: -112991.098
Kohn-Sham gap in hartree: 0.34897
Net charge: +1

CARTESIAN COORDINATES (ANGSTROEM)
C 1.16 -2.89 1.29
C 1.45 -2.16 -0.06
F 2.20 -0.97 0.17
C 0.13 -1.83 -0.90
O -0.76 -1.09 -0.06
C -2.01 -1.69 0.09
O -2.16 -2.81 0.45
C -3.25 -0.75 -0.21
C -3.48 0.27 0.96
O -3.34 -0.02 2.10
Br -4.05 2.13 0.57
O 0.56 -1.12 -2.07
C 0.16 0.22 -2.09
O -0.68 0.57 -2.87
C 0.77 1.32 -1.18
C -0.20 1.99 -0.27
C 0.20 3.01 0.68
C 1.68 3.35 0.70
C 2.67 2.71 -0.22
C 2.20 1.68 -1.16
H 1.29 -3.99 1.14
H 1.94 -2.52 2.02
H 0.15 -2.68 1.73
H 2.06 -2.82 -0.73
H -0.29 -2.83 -1.21
H -3.00 -0.14 -1.12
H -4.14 -1.40 -0.34
H -1.29 1.70 -0.31
H -0.57 3.45 1.34
H 2.00 4.12 1.45
H 3.76 2.95 -0.20
H 2.88 1.15 -1.86
K 1.95 1.08 2.20